1.
Density functional theory data (the ωB97M-V functional and the def2-TZVPD basis) for the molecule C3H7NO2.

```
13
Properties=species:S:1:pos:R:3:forces:R:3:mulliken_charge:R:1
O 1.284 -1.641 0.331 -0.1 0.4 -0.2 -0.58
O 0.526 -0.115 -1.207 0.1 -0.1 0.1 -0.42
N 1.980 0.554 0.283 0.1 0.0 -0.1 -0.36
C -1.461 0.328 0.102 0.0 0.0 0.0 -1.03
C -0.861 -0.427 -1.078 -0.3 -0.1 0.0 -0.22
C 1.284 -0.528 -0.137 0.0 -0.1 0.2 0.66
H 1.790 1.376 -0.259 0.3 0.2 0.2 0.23
H -1.305 -0.104 -2.021 0.0 -0.1 0.1 0.28
H -2.545 0.193 0.163 0.1 -0.1 -0.1 0.36
H -1.263 1.402 0.014 0.0 -0.2 0.0 0.27
H -1.025 -0.026 1.042 -0.1 0.0 -0.1 0.30
H -0.976 -1.511 -0.979 -0.1 0.1 0.0 0.30
H 2.701 0.530 0.985 -0.1 -0.2 -0.2 0.21
```
Positions in Å, forces in eV/Å.

structure (SMILES): CCOC(N)=O
total charge: 0
energy above the lowest of the compared OMol25 structures with the same formula, charge and spin: 0.424 eV
frontier orbital gap: 11.41 eV
calculated total energy: -323.76539 hartree

2.
Density functional theory data (the ωB97M-V functional and the def2-TZVPD basis) for a structure of composition C28H30ClN8O7Tl.

```
75
Properties=species:S:1:pos:R:3:forces:R:3:mulliken_charge:R:1
Tl -0.266 -0.225 0.222 -0.1 0.1 0.1 0.84
Cl -4.415 -7.835 3.720 0.0 0.0 0.0 -0.30
O -2.886 -3.450 -0.551 0.0 -0.1 0.0 -0.53
O 0.704 4.189 0.665 0.0 0.0 0.0 -0.80
O -0.503 2.302 0.709 0.0 0.0 0.0 -0.67
O -1.155 -3.300 1.891 0.0 0.0 0.0 -0.54
O 3.810 0.747 2.462 0.0 0.0 0.0 -0.83
O -3.765 5.039 -5.716 0.0 0.0 0.0 -0.63
O -1.635 5.296 -5.831 0.0 0.0 0.0 -0.58
N 2.418 -0.013 -3.794 0.0 0.0 0.0 0.12
N -0.107 1.801 -2.332 0.0 0.0 0.0 0.83
N 2.234 -0.545 -1.560 0.0 0.0 0.0 -0.54
N 3.909 1.007 -2.284 0.0 0.0 0.0 0.34
N 1.707 0.819 1.498 0.0 0.0 -0.1 -0.22
N -1.983 -0.106 -2.634 0.0 -0.1 -0.1 0.00
N 1.550 -1.946 1.502 0.1 0.0 0.0 -0.32
N -2.625 4.700 -5.448 0.0 0.0 0.0 0.97
C -0.379 4.343 -3.438 0.0 0.0 0.0 -1.03
C 5.075 0.786 -3.122 0.0 0.0 0.0 -1.28
C -2.917 -1.025 -2.706 0.0 0.0 0.0 -0.81
C 2.789 -1.319 1.935 0.0 0.0 0.0 -0.73
C -1.674 -4.910 3.522 0.0 0.0 0.0 -0.60
C -3.458 -6.471 3.145 0.0 0.0 0.0 0.19
C 0.612 4.067 -2.540 0.0 0.0 0.0 -1.52
C -2.957 -4.819 1.440 0.0 0.0 0.0 1.17
C -1.296 3.325 -3.783 0.0 0.0 0.0 0.78
C -1.138 2.078 -3.149 0.0 0.0 0.0 -0.12
C -3.258 1.278 -4.133 0.0 0.0 0.0 1.10
C -1.874 -4.253 2.234 0.0 0.0 0.0 -0.19
C 0.538 2.978 0.939 0.0 0.0 -0.1 0.45
C -4.234 0.267 -4.226 0.0 0.0 0.0 -0.66
C -3.348 -4.348 0.128 0.0 0.0 0.0 -0.43
C 4.277 1.273 -0.902 0.0 0.0 0.0 -1.13
C -2.140 1.038 -3.319 0.0 0.0 0.0 -0.21
C -3.376 2.524 -4.813 0.0 0.0 0.0 -1.05
C -2.435 3.478 -4.651 0.0 0.0 0.0 0.26
C 1.734 2.266 1.593 0.0 0.0 0.1 -0.59
C -4.071 -0.883 -3.505 0.0 0.0 0.0 -0.85
C -2.424 -5.962 3.954 0.0 0.0 0.0 -0.36
C 2.776 0.218 1.983 0.0 -0.1 0.0 0.48
C -3.707 -5.906 1.928 0.0 0.0 0.0 -0.69
C 2.830 0.121 -2.467 0.0 0.0 0.0 0.48
C 1.343 -0.968 -4.007 0.0 0.0 0.0 -0.86
C 2.300 1.170 -4.630 0.0 0.0 0.0 -1.12
C 0.732 2.760 -2.038 0.0 0.0 0.0 -0.14
H 1.269 1.542 -4.651 0.0 0.0 0.0 0.32
H 0.403 -0.628 -3.560 0.0 0.0 0.0 0.26
H -0.877 -4.511 4.138 0.0 0.0 0.0 0.37
H 5.694 1.685 -3.126 0.0 0.0 0.0 0.35
H 5.688 -0.047 -2.746 0.0 0.0 0.0 0.36
H -4.506 -6.301 1.307 0.0 0.0 0.0 0.26
H -2.233 -6.415 4.920 0.0 0.0 0.0 0.36
H 1.216 -1.103 -5.084 0.0 0.0 0.0 0.27
H -0.478 5.331 -3.859 0.0 0.0 0.0 0.45
H 4.789 0.423 -0.430 0.0 0.0 0.0 0.38
H -4.221 2.711 -5.462 0.0 0.0 0.0 0.46
H -2.773 -1.915 -2.098 0.0 0.0 0.0 0.88
H 1.292 4.831 -2.190 0.0 0.0 0.0 0.50
H -4.212 -4.931 -0.282 0.0 0.0 0.0 0.19
H -4.806 -1.676 -3.528 0.0 0.0 0.0 0.44
H 1.680 -2.894 1.174 0.0 0.0 0.0 0.13
H 2.933 1.969 -4.252 0.0 0.0 0.0 0.38
H 2.661 -0.451 -0.644 0.0 0.0 0.0 -0.13
H 2.598 0.937 -5.658 0.0 0.0 0.0 0.34
H 1.598 -1.919 -3.547 0.0 0.0 0.0 0.33
H 3.582 -1.598 1.234 0.0 0.0 0.0 0.27
H 3.136 -1.646 2.924 0.0 0.0 0.0 0.37
H 1.543 2.511 -1.364 0.0 0.0 0.0 0.55
H 4.783 0.556 -4.143 0.0 0.0 0.0 0.45
H -5.106 0.425 -4.851 0.0 0.0 0.0 0.40
H 2.645 2.697 1.160 0.0 0.0 0.0 0.36
H 0.841 -1.989 2.224 0.0 0.0 0.0 0.22
H 1.764 2.593 2.643 0.0 0.0 0.0 0.44
H 3.399 1.503 -0.304 0.0 0.0 0.0 0.03
H 4.947 2.132 -0.875 0.0 0.0 0.0 0.32
```
Positions in Å, forces in eV/Å.

total charge: -2
energy above the lowest of the compared OMol25 structures with the same formula, charge and spin: 1.012 eV
frontier orbital gap: 5.35 eV
calculated total energy: -2682.42443 hartree

3.
Density functional theory data (the ωB97M-V functional and the def2-TZVPD basis) for a cluster of 3 separate species, C4H15NO3 in total.

```
23
Properties=species:S:1:pos:R:3:forces:R:3:mulliken_charge:R:1
O 0.546 -4.127 -0.056 -0.1 -0.3 -0.5 -0.68
O -2.680 -0.842 -3.452 0.0 0.0 0.1 -0.64
O 2.639 -0.131 0.525 -0.2 0.0 0.2 -0.54
N -0.382 -0.981 0.322 -0.1 -0.3 -0.4 -0.49
C 1.466 0.343 1.222 1.1 0.1 -0.4 -0.77
C -0.722 1.490 0.643 0.0 -0.2 -0.1 -0.55
C -0.099 2.871 0.443 0.5 0.4 0.4 -1.23
C 0.247 0.340 0.321 -0.3 0.5 0.1 0.24
H 2.743 -1.081 0.631 -0.2 0.0 0.0 0.29
H -1.210 -0.993 0.909 0.1 0.0 0.2 0.22
H 0.064 3.361 1.404 0.1 0.0 0.0 0.31
H -0.733 -1.204 -0.602 0.0 0.0 0.0 0.29
H 0.896 -4.351 0.807 0.0 0.3 0.1 0.31
H -1.591 1.367 0.004 -0.2 -0.1 -0.1 0.34
H -2.850 -1.567 -4.065 0.2 0.1 0.1 0.32
H -0.669 3.595 -0.135 -0.3 -0.3 -0.2 0.34
H 1.750 1.358 1.500 -0.2 0.0 0.1 0.28
H -1.072 1.374 1.666 -0.1 0.0 0.2 0.38
H -1.723 -0.784 -3.346 -0.2 -0.1 -0.2 0.32
H 1.330 -0.231 2.135 -0.3 -0.1 0.1 0.36
H 0.884 2.796 -0.029 -0.1 0.0 -0.1 0.36
H 0.567 -3.170 -0.162 0.0 0.1 0.5 0.33
H 0.601 0.566 -0.684 0.3 -0.3 -0.1 0.20
```
Positions in Å, forces in eV/Å.

structure (SMILES): CC[C@H](N)CO.O.O
total charge: 0
energy above the lowest of the compared OMol25 structures with the same formula, charge and spin: 0.706 eV
frontier orbital gap: 10.27 eV
calculated total energy: -441.85594 hartree

4.
Density functional theory data (the ωB97M-V functional and the def2-TZVPD basis) for a structure of composition C18H48F2NO24S8V.

```
102
Properties=species:S:1:pos:R:3:forces:R:3:mulliken_charge:R:1
V 24.801 20.498 7.650 0.6 -0.3 0.6 1.64
S 28.347 17.531 0.217 1.4 -0.9 -0.2 1.15
S 27.594 22.636 7.803 -0.9 7.2 5.3 0.51
S 33.416 20.401 6.066 -3.0 0.2 1.6 1.09
S 31.666 23.925 10.939 -5.2 0.3 -1.2 1.20
S 29.220 18.693 13.562 -0.5 2.1 1.6 1.12
S 26.479 22.633 13.475 0.3 1.7 0.2 1.20
S 22.897 26.159 9.700 -0.1 0.5 0.2 1.13
S 28.160 20.627 6.869 6.1 -9.3 -6.3 0.38
F 26.185 23.207 8.384 0.3 -0.7 -0.6 -0.25
F 27.575 19.272 6.251 -2.1 0.0 -0.3 -0.41
O 34.566 20.405 5.223 0.4 0.5 0.7 -0.58
O 23.391 21.067 8.009 0.7 0.1 -0.2 -0.50
O 22.812 26.813 11.052 0.4 -1.4 -3.9 -0.58
O 32.621 18.997 5.607 -0.5 2.7 0.8 -0.16
O 28.985 18.525 11.943 -0.2 1.6 1.7 -0.06
O 29.479 17.073 -0.590 -1.8 1.1 1.6 -0.60
O 24.498 25.575 9.463 -3.1 1.2 -0.8 -0.32
O 27.872 23.587 6.734 -0.3 -2.8 1.4 -0.54
O 26.070 21.456 14.276 1.2 2.2 -1.5 -0.60
O 30.480 24.825 11.231 3.8 -2.6 -0.8 -0.60
O 28.782 21.110 5.625 -1.6 1.2 2.9 -0.52
O 22.478 26.776 8.402 1.6 -1.1 3.6 -0.59
O 28.808 17.358 1.800 1.9 -0.4 -2.7 -0.29
O 27.061 16.925 0.044 0.1 0.1 0.1 -0.60
O 29.735 20.069 13.825 -1.4 -3.1 -1.3 -0.61
O 25.822 22.439 11.989 0.7 1.6 1.9 -0.19
O 29.973 17.589 14.100 -0.4 0.3 -0.8 -0.63
O 28.407 22.685 9.066 -1.8 -1.3 -4.3 -0.41
O 26.154 24.015 13.887 0.0 -3.1 -0.6 -0.63
O 24.946 19.158 8.418 -0.2 0.2 -0.5 -0.44
O 33.404 20.575 7.547 0.8 -0.9 -3.2 -0.54
O 28.994 19.933 7.782 0.9 1.8 1.6 -0.35
O 30.996 22.418 10.899 0.6 0.7 -0.4 -0.14
O 32.807 23.885 11.767 0.9 0.4 0.4 -0.63
N 26.867 21.135 7.467 -1.6 4.0 0.6 0.61
C 28.977 17.220 11.394 0.6 -0.5 -0.7 -0.51
C 32.075 24.086 9.156 -0.8 -0.4 0.3 -0.68
C 28.353 17.782 4.095 0.9 1.2 0.5 -1.12
C 21.938 24.585 9.789 1.4 0.9 0.6 -0.62
C 28.332 17.138 10.004 -0.1 -0.1 1.7 -0.80
C 25.303 25.246 10.557 1.1 -0.9 2.2 0.44
C 32.931 17.776 6.234 1.7 -1.3 -0.7 -0.32
C 27.413 18.579 14.246 2.0 -0.1 -0.7 -0.88
C 24.814 20.535 11.258 0.6 -1.8 -1.3 -1.57
C 26.236 26.348 11.028 -0.7 0.0 -1.1 -1.34
C 28.234 22.750 12.859 -0.4 -1.1 1.5 -0.50
C 27.845 17.284 2.777 -1.8 1.1 0.9 -0.18
C 26.143 21.260 11.331 -1.5 -1.4 -1.2 2.27
C 31.343 20.238 9.760 -0.4 0.5 -0.3 -0.08
C 34.061 17.072 5.375 -0.5 -0.2 0.8 -1.08
C 28.169 19.330 0.136 0.9 -1.5 0.6 -0.84
C 31.915 21.299 10.653 1.2 0.0 1.0 -0.84
C 32.195 21.685 5.450 1.1 -0.9 -0.6 -0.83
H 27.597 17.671 4.872 0.4 -0.6 -0.1 0.34
H 28.565 18.851 4.113 -0.6 0.4 -0.7 0.21
H 29.014 19.611 0.765 0.0 0.6 -0.3 0.28
H 28.564 16.499 12.100 -0.1 0.0 0.0 0.59
H 32.751 22.615 5.334 0.3 -0.2 0.2 0.43
H 24.802 24.847 11.439 -0.9 0.2 -0.1 0.39
H 31.940 19.327 9.709 0.3 0.1 0.4 0.47
H 32.595 23.214 8.761 1.1 0.3 0.6 0.26
H 24.556 20.177 12.254 -0.5 0.4 -0.1 0.40
H 33.741 16.372 4.604 -0.6 -0.2 0.4 0.31
H 26.779 18.838 13.397 -0.1 0.1 0.4 0.11
H 28.640 21.738 12.828 -0.1 0.0 -0.6 -0.05
H 28.234 23.316 11.927 -0.1 -0.2 0.2 0.04
H 27.286 17.441 9.966 0.1 0.4 0.1 0.19
H 31.167 23.928 8.574 -0.6 0.7 0.6 0.09
H 27.277 17.558 14.604 0.1 0.0 -0.3 0.44
H 26.828 25.995 11.873 0.1 0.1 -0.1 0.30
H 31.956 21.344 4.443 -0.3 0.0 0.1 0.33
H 33.269 17.863 7.267 0.3 0.6 0.0 0.25
H 27.106 18.023 2.468 -0.8 -0.3 0.3 0.28
H 25.916 24.391 10.271 -0.1 0.1 -0.4 -0.22
H 27.229 19.562 0.636 0.0 0.2 -0.5 0.30
H 30.337 19.965 10.078 -0.1 0.1 -0.3 -0.02
H 24.967 19.643 10.650 0.3 -0.6 0.3 0.43
H 31.432 20.661 8.759 -0.8 -0.3 -0.1 -0.22
H 28.292 16.050 9.947 0.3 -0.1 -1.1 0.43
H 27.354 19.262 15.092 0.0 0.2 -0.4 0.40
H 32.025 17.182 6.355 -0.2 0.1 -0.6 0.35
H 29.374 17.528 4.380 -0.2 -1.4 0.2 0.40
H 28.859 23.199 13.630 -0.4 0.5 0.0 0.62
H 21.915 24.192 8.772 -0.4 0.0 0.3 0.27
H 34.685 17.751 4.793 -0.1 0.5 0.6 0.30
H 25.648 27.227 11.293 0.2 0.0 0.1 0.37
H 22.515 23.954 10.465 0.1 -0.2 -0.1 0.06
H 28.316 19.586 -0.914 -0.4 0.3 0.2 0.40
H 26.563 21.506 10.356 0.0 0.1 0.0 -0.89
H 27.361 16.313 2.885 0.2 -0.2 -0.4 0.27
H 30.028 16.994 11.216 0.0 -0.5 0.3 0.22
H 34.684 16.552 6.103 0.2 -0.2 -0.3 0.34
H 32.478 25.083 8.980 0.3 -0.4 -0.1 0.44
H 28.961 17.692 9.307 -0.3 -0.4 -0.3 0.09
H 32.244 20.927 11.624 -0.4 0.0 0.2 0.23
H 24.020 20.966 10.647 -0.2 0.9 0.8 0.25
H 31.306 21.894 6.045 0.2 -0.7 0.2 0.13
H 26.823 20.537 11.782 0.4 0.6 0.6 -0.67
H 21.005 24.803 10.309 -0.1 0.1 -0.6 0.39
H 26.828 26.555 10.136 0.5 0.5 0.4 0.34
H 32.837 21.653 10.192 0.0 0.3 0.0 0.60
```
Positions in Å, forces in eV/Å.

total charge: 0
energy above the lowest of the compared OMol25 structures with the same formula, charge and spin: 2.353 eV
frontier orbital gap: 6.32 eV
calculated total energy: -6903.97606 hartree

5.
Density functional theory data (the ωB97M-V functional and the def2-TZVPD basis) for the molecule C4H10ClN.

```
16
Properties=species:S:1:pos:R:3:forces:R:3:mulliken_charge:R:1
Cl 1.824 -1.677 0.109 -0.3 0.7 -0.6 -0.25
N -1.610 -1.379 -0.457 -1.3 1.6 0.1 -0.54
C 0.915 -0.113 -0.328 1.7 0.3 1.1 0.49
C -0.136 0.131 0.715 -1.3 0.2 -0.3 -0.85
C 1.876 1.042 -0.293 -0.3 0.3 -0.2 -1.59
C -1.539 0.000 0.116 0.4 0.4 -0.4 -0.66
H -2.555 -1.429 -0.856 0.5 -0.5 0.1 0.25
H -1.686 0.785 -0.675 0.2 -0.9 0.3 0.35
H 0.556 -0.195 -1.315 -0.6 -0.7 -1.0 0.39
H -0.004 -0.686 1.420 -0.2 0.6 0.7 0.37
H 1.309 1.954 -0.490 0.0 0.0 -0.4 0.37
H 2.287 1.187 0.672 0.4 -0.1 1.1 0.41
H -0.027 1.160 1.121 0.1 -0.9 0.3 0.29
H -2.301 0.257 0.874 0.2 -0.4 -0.1 0.36
H -1.597 -1.978 0.358 -0.1 -0.5 -0.1 0.21
H 2.688 0.942 -0.971 0.6 0.0 -0.8 0.40
```
Positions in Å, forces in eV/Å.

structure (SMILES): C[C@@H](Cl)CCN
total charge: 0
energy above the lowest of the compared OMol25 structures with the same formula, charge and spin: 0.541 eV
frontier orbital gap: 10.84 eV
calculated total energy: -673.33956 hartree

> Which of these has the highest calculated total energy?

C3H7NO2

> Number 2 is which compound?

C28H30ClN8O7Tl

> calculated total energy of number 2 (C28H30ClN8O7Tl)?

-2682.42443 hartree